1.
C6H15BrN | ωB97M-V/def2-TZVPD

XYZ file:
```
23
Properties=species:S:1:pos:R:3
H -0.83616 2.04769 -2.41572
H 1.06079 0.96229 1.84842
H 0.21300 2.45216 1.68072
H 1.53159 2.08605 0.43187
H 1.13797 -2.17810 -0.11085
H -2.29632 -1.15934 0.06438
C -0.44745 -1.18851 1.63336
H -1.12648 -2.03231 1.65178
C -0.22068 -0.64119 0.22317
H 1.87450 -0.58008 0.18380
C 1.11750 -1.16444 -0.28462
H 0.57985 -1.53898 2.04013
H -1.51073 -0.58502 -1.53833
H -1.07472 1.32698 0.08606
C -1.43414 -1.11596 -0.62166
C 0.04585 1.53419 -2.14796
H 0.20964 0.60264 -2.46558
C 0.62792 1.57676 1.07499
Br 1.62327 2.43143 -1.95493
H 1.21328 -0.89853 -1.32350
H -0.75747 -0.46862 2.45771
N -0.20325 0.82579 0.29532
H -1.32776 -2.29489 -0.80855
```

The value obtained for the LUMO energy (spin up / spin down) is -6.2 / -6.2 eV. The gap between HOMO and LUMO (spin up / spin down) is 7.6 / 7.6 eV. The value obtained for the HOMO energy (spin up / spin down) is -0.5090 / -0.5080 Eh. Its net charge is +1. The value obtained for the energy above the lowest of the compared OMol25 structures with the same formula, charge and spin is 4.517 eV.



2.
C6H15Cl2NSi | ωB97M-V/def2-TZVPD

XYZ file:
```
25
Properties=species:S:1:pos:R:3
H 1.84571 -2.70510 -0.35848
Cl -2.98764 -1.33173 0.83305
H -1.86007 0.93591 -0.18000
H 1.63700 2.24889 -0.34832
N -1.33419 -1.22728 1.08849
H -0.14267 -0.07573 -2.14573
H 0.95267 0.19059 2.31647
H -0.80816 1.92087 -1.33274
C 1.47602 1.10217 -0.40061
C -0.96097 1.54792 -0.24203
H -1.18445 2.42869 0.33950
C 1.34542 -2.19521 0.51798
H 2.08305 -1.53080 1.05024
H -1.16861 -1.48260 -2.28923
C -0.19761 -1.07381 -2.01104
H 2.37365 0.57026 0.11664
H 0.56674 -1.73120 -2.51434
H 1.12128 -3.02940 1.16384
C 0.21579 0.81158 0.29024
H 0.49808 2.05555 2.14184
H 1.56743 0.76179 -1.46001
H -0.80140 0.86426 2.17670
Cl -4.43145 1.09238 -0.56517
Si -0.10771 -1.12525 -0.05127
C 0.30209 0.97725 1.86396
```

The value obtained for the LUMO energy (spin up / spin down) is -1.6 / -3.7 eV. The gap between HOMO and LUMO (spin up / spin down) is 7.5 / 5.1 eV. The value obtained for the HOMO energy (spin up / spin down) is -0.3370 / -0.3251 Eh. Its net charge is 0. The value obtained for the energy above the lowest of the compared OMol25 structures with the same formula, charge and spin is 6.054 eV.



3.
C6H15ClFeO4P | ωB97M-V/def2-TZVPD

XYZ file:
```
28
Properties=species:S:1:pos:R:3
C 1.64874 -1.08661 -1.53150
H 0.47498 -0.01212 3.41832
C 1.70679 -2.02641 -2.73263
H -3.71574 3.27103 -0.10824
O 0.58203 -0.19511 -1.60466
P 0.53489 1.16846 -0.68866
Fe 1.98456 -4.73260 2.86039
H -1.09153 3.46622 0.01838
H 2.56447 -0.49556 -1.51774
O 1.39601 2.29515 -1.08330
H -1.16614 0.79403 3.07122
H -0.94851 -0.49571 0.95980
H 2.64858 -2.55451 -2.58348
C -1.53512 2.47327 0.09166
H -1.63626 2.09545 1.10907
C -0.49396 -0.05071 2.92056
C -0.00829 -0.34244 1.48951
H 0.48544 -1.30737 1.37451
H 0.86318 -2.69595 -2.90035
H -3.36838 1.55312 -0.36269
H 1.92859 -1.55099 -3.68807
O -1.00960 1.46536 -0.65794
O 0.85998 0.64080 0.87413
H -1.01411 -0.88903 3.38398
C -2.96644 2.56165 -0.45957
H -2.96572 2.63652 -1.54700
H 1.60910 -1.77254 -0.68532
Cl 2.63245 -4.21339 0.57961
```

The expectation value of S² is 8.770. The value obtained for the LUMO energy (spin up / spin down) is -10.7 / -12.3 eV. As for the spin multiplicity: 6. The gap between HOMO and LUMO (spin up / spin down) is 6.6 / 5.0 eV. The value obtained for the HOMO energy (spin up / spin down) is -0.6370 / -0.6351 Eh. Its net charge is +2. The value obtained for the energy above the lowest of the compared OMol25 structures with the same formula, charge and spin is 0.380 eV.



4.
C6H15ClLi3NO2 | ωB97M-V/def2-TZVPD

XYZ file:
```
28
Properties=species:S:1:pos:R:3
Li -4.22109 3.64735 -3.50946
C 2.16246 0.79173 2.29624
Li -2.42115 1.72110 -5.09910
Li -4.10648 1.67205 -1.28438
O 2.85938 -0.09425 1.47048
H 4.55135 -1.32842 1.69972
H 2.82446 1.65144 2.39999
H 4.11958 -0.11257 3.01733
H 1.85100 0.54974 3.31238
H -1.38173 -2.12326 -2.74268
H -2.43466 -0.87712 -3.26598
C -2.25971 -1.55689 -2.43209
C -0.52299 -0.60538 0.79363
C -1.22784 -1.43345 -0.34401
H 0.09218 1.71629 1.98226
H -0.49546 -2.17953 -0.65232
Cl -4.40872 1.16701 -3.62130
H 5.04557 0.29136 1.77697
H -1.32769 -0.00294 1.21510
H -0.17226 -1.19188 1.64280
C 0.92874 1.30804 1.41517
N 0.50387 0.30704 0.33889
H -3.10342 -2.22792 -2.27087
H -1.93338 -2.14360 0.08727
C 4.17296 -0.33787 1.95220
H 1.33979 2.23573 1.01702
H 1.39384 -0.14302 0.17923
O -1.82858 -0.70077 -1.37450
```

The value obtained for the LUMO energy is -9.1 eV. The gap between HOMO and LUMO is 4.0 eV. The value obtained for the HOMO energy is -0.4809 Eh. Its net charge is +2. The value obtained for the energy above the lowest of the compared OMol25 structures with the same formula, charge and spin is 3.851 eV.